Molecular formula: C37H25MnN10O2S
Method: DFT, ωB97M-V/def2-TZVPD

The total energy is -3672.31341 hartree. The spin multiplicity is 2. The calculation puts the energy above the lowest of the compared OMol25 structures with the same formula, charge and spin at 0.00 kcal per mole. The value obtained for the LUMO energy (spin up / spin down) is 0.0768 / 0.0765 hartree. As for the HOMO-LUMO gap (spin up / spin down): 6.956 / 6.461 eV. As for the charge: -1. The value obtained for the largest force on an atom is 0.57 eV/A.

Geometry as XYZ:
```
76
C37H25MnN10O2S ωB97M-V/def2-TZVPD
Mn 0.494 0.319 -0.309
C -1.978 0.777 -3.759
C -3.093 1.525 -3.376
C -3.118 2.056 -2.116
C -2.050 1.833 -1.218
N -1.016 1.041 -1.568
C -0.987 0.575 -2.832
N -2.143 2.508 -0.033
C -1.216 2.498 0.873
N -0.054 1.802 0.930
C 0.553 2.054 2.133
N 1.594 1.522 2.672
C 2.272 0.434 2.172
C 3.316 -0.038 2.991
C 4.059 -1.124 2.614
C 3.773 -1.739 1.396
C 2.750 -1.226 0.639
N 1.996 -0.173 1.004
C -0.229 3.075 2.861
C -0.045 3.682 4.088
C -1.023 4.574 4.512
C -2.152 4.830 3.734
C -2.334 4.203 2.508
C -1.351 3.327 2.090
H -1.879 0.365 -4.754
H -3.909 1.702 -4.065
H -3.932 2.675 -1.768
H -0.089 0.037 -3.092
H 3.486 0.481 3.923
H 4.852 -1.497 3.251
H 4.326 -2.599 1.046
H 2.500 -1.657 -0.320
H 0.825 3.456 4.689
H -0.916 5.073 5.468
H -2.899 5.525 4.099
H -3.209 4.382 1.897
N -6.500 -3.809 2.686
C -5.197 -3.286 2.640
C -4.097 -4.106 2.880
C -2.815 -3.580 2.872
C -2.624 -2.230 2.637
C -3.713 -1.402 2.404
C -4.993 -1.926 2.404
S -0.994 -1.534 2.606
O -0.084 -2.543 3.091
O -1.066 -0.286 3.319
N -0.725 -1.163 1.071
C -0.533 -2.093 0.129
N 0.091 -1.549 -0.962
C 0.332 -2.323 -2.004
C -0.038 -3.659 -2.012
C -0.645 -4.132 -0.856
N -0.893 -3.385 0.208
H -6.547 -4.791 2.459
H -7.163 -3.283 2.138
H -4.248 -5.163 3.070
H -1.951 -4.209 3.035
H -3.550 -0.347 2.225
H -5.844 -1.278 2.225
H 0.864 -1.870 -2.833
H 0.160 -4.299 -2.859
H -0.942 -5.175 -0.782
N 7.541 1.813 -7.368
C 6.735 1.643 -6.564
C 5.733 1.431 -5.563
C 4.381 1.535 -5.893
C 3.415 1.327 -4.928
C 3.767 1.012 -3.607
C 5.132 0.915 -3.292
C 6.101 1.119 -4.253
C 2.774 0.799 -2.611
C 1.942 0.639 -1.728
H 4.097 1.779 -6.908
H 2.367 1.410 -5.181
H 5.412 0.676 -2.275
H 7.150 1.042 -3.997
```